1.
{
  "formula": "C2H5OP",
  "method": "ωB97M-V with the def2-TZVPD basis set",
  "species": ["C", "C", "O", "P", "H", "H", "H", "H", "H"],
  "xyz": [[-0.9513, -0.8781, -0.1526], [-0.2070, 0.2250, -0.1742], [-0.6719, 1.4543, -0.2482], [1.6814, 0.2431, -0.1762], [-1.9547, -0.9248, -0.3893], [-0.7114, -1.9105, 0.2090], [-1.5871, 1.5497, -0.2881], [2.3424, 1.1982, 0.8390], [2.0595, -0.9570, 0.3808]],
  "e_homo_ev": -8.581,
  "charge": 0,
  "smiles": "C=C(O)P",
  "orbital_gap_ev": 9.40
}

---

2.
{
  "formula": "C2H5OP",
  "method": "ωB97M-V with the def2-TZVPD basis set",
  "species": ["C", "C", "O", "P", "H", "H", "H", "H", "H"],
  "xyz": [[0.4556, 0.7466, -0.2399], [-0.6262, 0.1050, 0.3920], [-1.4306, -0.7528, -0.1670], [2.0025, -0.3838, 0.1315], [0.5404, 0.7066, -1.4316], [0.7653, 1.7272, 0.1499], [-0.5765, 0.0506, 1.4270], [-1.9230, -1.2373, 0.4070], [1.7627, -0.9699, -1.0758]],
  "e_homo_ev": [-6.697, -7.152],
  "charge": 0,
  "orbital_gap_ev": [6.25, 7.26]
}

---

What is the most stable structure shown above? It is 1.